(1)
Molecular formula: C6H5F
Method: DFT, ωB97M-V/def2-TZVPD

XYZ file:
```
12
Properties=species:S:1:pos:R:3:forces:R:3:mulliken_charge:R:1
C -2.67453 0.56679 0.43291 0.83 0.08 -0.62 0.244
C 1.75678 -2.00486 -0.49183 -0.22 2.22 0.92 -0.002
C -1.58539 0.71573 -0.05838 -1.61 0.76 1.22 -0.574
C 1.35685 -0.96627 -0.01755 0.46 -1.57 0.48 -0.692
C -0.24560 0.80786 -0.52628 0.99 -2.42 1.19 -0.944
C 0.81830 0.23219 0.59328 -3.33 0.86 -1.08 0.375
F 1.78970 1.15858 0.76103 0.61 0.42 0.64 -0.286
H -3.66119 0.41331 0.76156 -0.43 -0.05 0.24 0.419
H 2.47673 -2.69789 -0.77241 0.32 -1.23 -0.58 0.422
H -0.24215 -0.02647 -1.19979 0.38 0.06 -1.30 0.346
H 0.07927 1.70364 -0.98604 0.27 0.93 -0.26 0.383
H 0.13122 0.09738 1.50349 1.72 -0.07 -0.86 0.310
```
Positions in Å, forces in eV/Å.

The total energy is -331.3182 a.u. As for the LUMO energy: 0.0351 Ha. As for the total charge: 0. As for the spin multiplicity: 1. Its SMILES is C#CC[C@H](F)C#C. As for the energy above the lowest of the compared OMol25 structures with the same formula, charge and spin: 4.2596 eV. The value obtained for the strongest force on any atom is 0.0701 hartree/bohr.


(2)
Molecular formula: C28H52N2O16
Method: DFT, ωB97M-V/def2-TZVPD

XYZ file:
```
98
Properties=species:S:1:pos:R:3:forces:R:3:mulliken_charge:R:1
C 6.88909 4.65225 2.19313 -0.03 -0.18 -0.10 -1.145
C 6.48832 3.60638 1.14797 0.21 -0.06 0.24 -0.307
O 5.70361 2.57792 1.74632 -0.21 0.26 0.16 -0.451
C 4.62556 2.10476 0.97182 -0.03 -0.16 -0.11 -0.714
C 3.28212 2.86855 1.15085 0.29 -0.19 -0.02 -0.402
C 3.35387 4.14103 2.00901 -0.50 0.28 -0.05 1.008
C 2.14417 4.22888 2.84105 -0.19 -0.09 0.27 -0.377
N 1.21230 4.25125 3.51445 0.20 0.08 -0.24 -0.428
C 3.48363 5.44734 1.19055 0.00 -0.06 0.25 -0.449
C 2.41836 5.60025 0.20331 -0.25 0.09 -0.48 0.144
N 1.61278 5.72011 -0.60949 0.26 -0.08 0.35 -0.445
H 6.59579 4.29383 3.17778 0.01 0.01 0.07 0.318
H 6.42785 5.62267 2.01852 -0.08 0.04 0.03 0.263
H 7.96717 4.79357 2.20003 0.03 0.07 0.02 0.353
H 7.39427 3.14512 0.75222 -0.03 -0.06 -0.22 0.459
H 5.94357 4.05916 0.31871 0.01 -0.01 -0.12 0.317
H 4.89965 2.07178 -0.08550 0.05 0.09 -0.04 0.309
H 4.46473 1.07253 1.27722 0.06 -0.03 0.04 0.409
H 2.56761 2.18750 1.60654 -0.02 -0.02 0.06 0.047
H 2.87432 3.10969 0.16956 -0.08 0.09 0.00 0.442
H 4.18697 4.10417 2.70913 0.16 -0.14 -0.09 0.066
H 4.44051 5.46385 0.67354 0.02 0.02 -0.05 0.159
H 3.45000 6.30613 1.86186 0.06 0.01 -0.01 0.441
C -0.97290 1.62554 2.50963 0.06 -0.01 -0.16 -0.488
C -2.05747 0.59242 2.71537 0.06 0.15 0.27 -0.402
O -2.44180 -0.02211 1.47355 -0.04 -0.04 -0.04 -0.383
C -1.60981 -0.95832 1.02186 -0.07 0.03 -0.01 0.699
O -0.62100 -1.36161 1.57652 0.06 0.00 0.00 -0.577
O -2.06763 -1.38084 -0.15744 -0.07 -0.02 -0.07 -0.162
C -1.23747 -2.35160 -0.80393 0.10 -0.16 -0.18 -0.713
H -1.28289 2.36065 1.76580 -0.03 0.04 0.06 0.327
H -0.75673 2.14707 3.44141 -0.01 0.01 0.01 -0.024
H -0.05329 1.15691 2.15949 0.00 -0.04 0.05 0.237
H -2.96693 1.05753 3.09042 -0.06 -0.03 -0.10 0.341
H -1.75120 -0.17689 3.42352 0.05 -0.05 -0.07 0.340
H -1.02561 -3.19011 -0.14488 0.05 0.04 0.06 0.458
H -0.30664 -1.88849 -1.12866 0.05 -0.04 0.06 0.462
H -1.78458 -2.70755 -1.67310 -0.10 0.10 0.02 -0.098
C -0.01938 3.05563 6.48105 0.13 -0.12 0.13 -0.880
C -0.94884 3.30421 7.64774 -0.15 0.11 -0.26 -0.346
O -0.51350 2.62599 8.83923 0.01 -0.03 0.05 -0.350
C 0.47386 3.21746 9.50517 -0.02 -0.07 -0.01 0.785
O 0.99834 4.26420 9.22658 0.03 0.04 0.00 -0.555
O 0.78676 2.44758 10.55001 -0.01 0.00 0.02 -0.343
C 1.86501 2.94368 11.34544 0.07 -0.02 0.11 -0.635
H 0.10731 1.98349 6.31877 -0.06 0.00 -0.03 0.291
H -0.41913 3.50360 5.57328 -0.01 0.03 -0.01 0.252
H 0.96302 3.48838 6.66271 -0.02 0.06 0.00 0.308
H -1.93734 2.89606 7.44537 0.01 -0.06 0.09 0.301
H -1.05674 4.36842 7.85420 0.09 0.00 0.05 0.334
H 1.67690 3.96760 11.65996 0.01 0.03 -0.05 0.298
H 2.79967 2.89522 10.78891 -0.01 0.06 -0.02 0.291
H 1.92137 2.29476 12.21429 -0.05 -0.05 -0.03 0.219
C -0.80221 1.19518 -2.91309 0.14 0.05 -0.11 -1.161
C -1.54085 0.21404 -3.79758 -0.15 -0.04 0.37 0.080
O -1.21599 0.39114 -5.18603 0.01 0.00 -0.05 -0.390
C -0.05729 -0.13829 -5.56826 -0.06 0.04 -0.03 0.796
O 0.70331 -0.76623 -4.87755 0.04 -0.03 0.02 -0.564
O 0.11983 0.14097 -6.86066 -0.01 -0.01 -0.01 -0.363
C 1.35026 -0.34064 -7.40516 0.07 -0.02 -0.11 -0.623
H -0.98641 2.21842 -3.24176 -0.06 0.00 0.04 0.381
H -1.14104 1.09294 -1.88148 -0.04 -0.01 0.00 0.246
H 0.27233 1.01748 -2.94388 0.00 -0.05 0.01 0.309
H -2.61416 0.38035 -3.73361 -0.01 0.01 -0.13 0.337
H -1.34086 -0.81662 -3.50617 0.07 0.00 -0.06 0.134
H 1.46710 -1.40571 -7.21854 0.01 0.00 0.06 0.283
H 2.19154 0.20290 -6.97813 0.01 -0.04 0.05 0.290
H 1.29887 -0.15616 -8.47396 -0.06 0.04 0.01 0.221
C -1.06156 -4.94879 -5.09916 0.16 0.00 0.04 -0.996
C -1.50530 -6.27100 -4.51173 -0.25 0.15 -0.12 -0.184
O -0.38767 -7.10954 -4.16567 0.05 -0.03 0.00 -0.353
C 0.21886 -6.79683 -3.02366 -0.09 -0.06 -0.12 0.780
O -0.10329 -5.91242 -2.27360 0.04 0.10 0.16 -0.542
O 1.23696 -7.63813 -2.84447 0.00 0.00 -0.01 -0.348
C 2.00103 -7.39575 -1.66062 0.11 -0.04 0.08 -0.621
H -0.40178 -5.11399 -5.95191 -0.05 -0.01 -0.04 0.359
H -1.92989 -4.37980 -5.43202 -0.03 -0.01 0.01 0.297
H -0.52310 -4.35270 -4.36357 -0.03 0.00 0.03 0.246
H -2.06643 -6.84803 -5.24393 0.07 -0.08 0.00 0.287
H -2.13601 -6.12656 -3.63529 0.07 0.02 0.05 0.276
H 1.35982 -7.37032 -0.78267 -0.03 0.05 -0.01 0.289
H 2.54471 -6.45644 -1.74751 -0.05 0.04 0.03 0.291
H 2.70285 -8.22042 -1.58161 -0.02 -0.02 -0.07 0.214
C -6.49537 -1.44067 -5.62241 0.08 0.06 0.15 -1.080
C -6.14061 -2.91146 -5.60735 -0.18 0.04 -0.24 -0.234
O -5.11117 -3.20046 -4.64769 0.06 -0.03 0.02 -0.263
C -5.52035 -3.28673 -3.38182 0.05 0.04 -0.01 0.592
O -6.65379 -3.19094 -2.99158 -0.03 0.00 0.02 -0.575
O -4.44850 -3.50150 -2.61966 0.08 -0.06 0.01 -0.113
C -4.71408 -3.58070 -1.21593 0.08 0.00 0.23 -0.790
H -5.60256 -0.83645 -5.78780 0.00 -0.01 -0.07 0.249
H -7.20771 -1.23606 -6.42149 0.00 -0.02 -0.02 0.369
H -6.94282 -1.13712 -4.67702 -0.04 -0.04 0.00 0.309
H -5.72007 -3.21444 -6.56427 0.09 -0.03 0.04 0.297
H -7.01189 -3.53308 -5.40441 0.01 0.02 0.09 0.335
H -5.48097 -4.31981 -0.99626 -0.07 0.03 -0.10 0.399
H -5.01114 -2.60711 -0.83026 -0.07 -0.01 -0.03 0.337
H -3.78014 -3.88006 -0.74961 0.04 0.01 -0.08 0.193
```
Positions in Å, forces in eV/Å.

The total energy is -2411.4728 a.u. As for the LUMO energy: 0.0188 Ha. As for the total charge: 0. As for the spin multiplicity: 1. Its SMILES is CCOCC[C@H](C#N)CC#N.CCOC(=O)OC.CCOC(=O)OC.CCOC(=O)OC.CCOC(=O)OC.CCOC(=O)OC. The value obtained for the strongest force on any atom is 0.0112 hartree/bohr.


Q: Number 2 is which compound?
A: C28H52N2O16


Q: Among the records above, which one has the lowest strongest force on any atom?
A: C28H52N2O16